Entry 1:
{
  "formula": "C4H4O3",
  "method": "ωB97M-V/def2-TZVPD",
  "mol_weight_g_mol": 100.07,
  "relative_energy_ev": 4.8994,
  "smiles": "O=CC=O.C#CO",
  "homo_energy_ha": -0.351,
  "homo_lumo_gap_ha": 0.3435,
  "species": ["C", "C", "C", "C", "O", "O", "O", "H", "H", "H", "H"],
  "xyz": [[-1.379848, -0.021054, 0.583717], [-0.762825, -1.035963, 0.431930], [1.337779, 0.483496, 0.231878], [1.060459, -0.246864, -1.135850], [-2.048720, 1.051571, 0.877875], [1.943877, -0.003941, 1.141208], [0.218318, 0.147272, -1.920421], [-0.374764, -1.945492, 0.497888], [0.932333, 1.390376, 0.160971], [-2.717087, 1.255976, 0.322045], [1.790473, -1.075374, -1.191240]],
  "forces_ev_per_angstrom": [[-0.6, -0.5, 0.3], [-2.1, 3.1, 0.5], [1.0, -4.0, -1.2], [-0.1, 1.0, 0.5], [3.7, -0.5, 3.0], [0.4, 0.1, -0.1], [1.8, -0.7, 0.6], [1.5, -3.2, 0.0], [-1.7, 4.5, 0.5], [-3.4, 0.8, -3.1], [-0.4, -0.5, -0.9]],
  "lowdin_charge": [-0.217, 0.116, -0.248, -0.228, 0.148, 0.076, 0.044, 0.032, 0.079, 0.071, 0.128]
}

***

Entry 2:
{
  "formula": "C24H21AsBr2F6N7NbO4S",
  "method": "ωB97M-V/def2-TZVPD",
  "spin_multiplicity": 2,
  "mol_weight_g_mol": 945.17,
  "total_charge": 3,
  "relative_energy_ev": 1.6174,
  "homo_energy_ha": [-0.569, -0.569],
  "homo_lumo_gap_ha": [0.1970, 0.1223],
  "species": ["Nb", "Br", "C", "C", "C", "Br", "C", "C", "C", "C", "N", "C", "C", "O", "H", "H", "H", "H", "N", "C", "C", "C", "C", "C", "C", "S", "O", "O", "N", "C", "N", "C", "C", "C", "N", "H", "H", "H", "H", "H", "H", "H", "H", "H", "F", "As", "F", "F", "F", "F", "F", "N", "C", "N", "C", "C", "O", "C", "C", "H", "H", "H", "H", "H", "H", "H", "H"],
  "xyz": [[0.239093, -0.737489, -0.925251], [-1.506844, 3.412415, -3.347475], [-2.295268, 1.728185, -3.227539], [-3.320586, 1.442978, -4.175269], [-3.946306, 0.240395, -4.171334], [-5.117596, -0.035659, -5.679375], [-3.543921, -0.826755, -3.274675], [-4.224416, -2.036746, -3.087405], [-3.690429, -3.010859, -2.226710], [-2.517099, -2.751182, -1.548995], [-1.828174, -1.576641, -1.667694], [-2.371127, -0.613294, -2.530842], [-1.701532, 0.625832, -2.587644], [-0.453796, 0.750946, -2.107253], [-3.644353, 2.198223, -4.874312], [-4.988874, -2.444394, -3.806857], [-4.244144, -3.916088, -1.939348], [-1.982131, -3.502133, -0.988006], [1.718346, -1.955103, 6.638018], [1.897212, -2.316647, 5.313979], [3.056526, -2.009851, 4.581843], [3.000431, -2.145050, 3.171292], [1.918876, -2.678668, 2.567902], [0.861002, -3.187179, 3.254086], [0.822726, -3.004698, 4.668425], [1.854044, -2.496263, 0.786890], [2.941892, -3.352683, 0.322943], [0.433878, -2.732898, 0.308643], [1.904408, -0.860530, 0.471295], [2.817896, -0.223216, -0.354775], [2.314012, 0.407901, -1.436835], [3.165080, 0.898581, -2.416629], [4.506490, 0.917584, -2.153923], [4.907437, 0.178609, -1.033196], [4.094315, -0.477884, -0.176293], [2.259270, -1.122595, 6.984216], [0.745097, -2.034125, 7.025154], [4.002204, -1.572172, 4.928900], [3.863007, -1.771994, 2.721916], [0.181975, -3.935323, 2.780826], [-0.053122, -3.267338, 5.256176], [2.667772, 1.251774, -3.294411], [5.249969, 1.394350, -2.844645], [5.937157, -0.043918, -0.787362], [0.775731, -1.996529, -2.240718], [1.077444, 1.590223, -6.482637], [0.919116, 3.344734, -6.330787], [-0.539011, 1.437609, -7.120652], [2.700659, 1.706668, -5.943262], [1.579925, 1.026429, -8.040716], [0.612716, 0.655065, -5.089539], [-0.913027, -0.028506, 0.740565], [-1.208366, 0.942794, 1.330504], [-1.744415, 1.826077, 2.135674], [-2.236201, 1.532410, 3.521834], [-1.299104, 2.275985, 4.492578], [-1.264556, 3.664630, 4.168536], [-0.712038, 3.917323, 2.776788], [-1.642541, 3.190278, 1.841441], [-2.290088, 0.394558, 3.544804], [-3.247006, 1.957222, 3.590944], [-0.260058, 1.914995, 4.599770], [-1.731244, 2.138022, 5.474083], [0.311764, 3.631073, 2.702494], [-0.849659, 5.039657, 2.669533], [-1.342321, 3.350575, 0.730521], [-2.628115, 3.680311, 1.809792]],
  "forces_ev_per_angstrom": [[-0.3, -0.4, -3.5], [0.2, -0.1, 0.3], [0.5, -1.6, -1.1], [-0.3, 0.4, 1.2], [-0.1, -0.9, -1.1], [0.3, -0.2, 1.1], [-0.7, 0.5, -0.5], [0.3, -2.2, -1.1], [-1.0, 0.7, 0.5], [1.8, 1.3, 0.0], [-0.6, 0.5, -0.8], [0.3, -0.5, 1.3], [-0.7, 1.8, -1.0], [1.1, -2.5, 2.9], [0.1, 0.2, 0.0], [0.3, 1.2, 1.0], [0.4, 0.3, -0.7], [-0.3, -0.1, 0.3], [-0.5, 1.2, -1.6], [-0.8, 0.2, 2.2], [0.8, 0.4, -2.3], [1.0, 0.7, 4.0], [-0.7, 0.8, -1.9], [-1.7, -2.0, 2.7], [-0.1, -0.1, -2.0], [1.1, -1.6, -1.4], [-2.2, 2.0, 0.4], [1.3, 0.9, 0.5], [-2.1, -0.5, -0.6], [2.5, -0.6, -1.6], [-1.0, -1.1, 0.9], [-1.4, -0.4, 1.9], [0.9, 0.0, -0.5], [0.3, -1.0, 0.7], [0.3, 1.4, -0.3], [-0.4, -1.4, -0.1], [1.4, -0.1, -0.2], [-0.7, -0.2, 0.6], [1.1, 0.4, -1.5], [0.1, 1.3, 0.3], [0.2, -0.3, -0.2], [0.0, 0.3, -0.4], [-0.9, -0.6, 0.8], [0.3, 0.5, -0.4], [-0.2, 1.4, 1.4], [-1.2, 1.8, -2.0], [0.1, -2.6, 0.0], [0.9, 0.2, 1.1], [-0.6, -0.4, 0.2], [0.1, 0.3, 1.9], [0.6, 0.8, -1.0], [0.6, 0.9, -0.6], [-1.7, -0.2, 1.9], [0.5, -2.3, -0.8], [0.7, -1.5, -0.6], [0.0, 0.2, -0.1], [0.7, -0.4, -1.5], [-2.5, 1.4, 2.2], [0.4, 3.4, -3.6], [0.1, 1.5, 0.6], [0.3, -0.2, -0.1], [-0.3, -0.4, -0.6], [-0.2, 0.5, 0.4], [0.8, -0.3, 0.1], [0.4, -1.5, 0.0], [0.0, -0.4, 1.7], [0.1, -0.4, 0.6]],
  "mulliken_spin": [0.000, 0.000, -0.001, 0.000, 0.000, 0.000, -0.001, 0.000, 0.000, 0.000, 0.000, 0.004, 0.001, 0.000, 0.000, 0.000, 0.000, 0.000, 0.440, 0.147, 0.182, -0.061, 0.173, -0.091, 0.209, 0.010, 0.021, 0.001, 0.000, -0.002, 0.001, 0.000, 0.000, 0.000, 0.001, -0.013, -0.016, -0.007, -0.002, 0.004, 0.000, 0.000, 0.000, 0.000, 0.000, 0.000, 0.000, 0.000, 0.000, 0.000, 0.000, 0.000, 0.001, 0.000, -0.001, 0.000, 0.000, 0.000, 0.000, 0.000, 0.000, 0.000, 0.000, 0.000, 0.000, 0.000, 0.000]
}

***

Entry 3:
{
  "formula": "O4S2",
  "method": "ωB97M-V/def2-TZVPD",
  "mol_weight_g_mol": 128.13,
  "relative_energy_ev": 0.0000,
  "homo_energy_ha": -0.441,
  "homo_lumo_gap_ha": 0.3902,
  "species": ["O", "O", "O", "O", "S", "S"],
  "xyz": [[-3.609019, 0.170320, -0.689886], [-1.426001, 0.546203, 0.326002], [3.420567, 0.682239, 0.321650], [1.924135, -1.227177, 0.123511], [-2.639575, -0.228770, 0.289373], [2.329895, 0.057187, -0.370651]],
  "forces_ev_per_angstrom": [[0.0, -0.4, 0.4], [-0.4, -0.6, 0.2], [-0.3, 0.1, -0.4], [-0.2, 0.2, -0.4], [0.4, 0.9, -0.6], [0.4, -0.4, 0.8]],
  "lowdin_charge": [-0.431, -0.453, -0.433, -0.439, 0.886, 0.870]
}

***

Entry 4:
{
  "formula": "C34H34MoN6O8",
  "method": "ωB97M-V/def2-TZVPD",
  "mol_weight_g_mol": 750.62,
  "total_charge": 2,
  "homo_energy_ha": -0.498,
  "homo_lumo_gap_ha": 0.2203,
  "species": ["Mo", "C", "C", "O", "C", "C", "C", "N", "N", "C", "O", "C", "C", "C", "C", "C", "C", "H", "H", "H", "H", "H", "H", "H", "H", "H", "H", "H", "H", "C", "O", "C", "C", "C", "C", "C", "C", "N", "C", "N", "C", "C", "C", "C", "C", "C", "O", "C", "N", "C", "C", "C", "C", "C", "C", "O", "C", "H", "H", "H", "H", "H", "H", "H", "H", "H", "H", "H", "H", "H", "H", "H", "H", "H", "H", "H", "H", "H", "H", "O", "N", "O", "O"],
  "xyz": [[0.299062, 0.397922, -1.335692], [3.017116, -0.041009, 1.834193], [2.755636, -0.778114, -0.701564], [2.184666, 0.176178, -1.534215], [2.082267, -2.219034, -0.852624], [1.049433, -2.359425, -1.933280], [0.762543, -3.710729, -2.581722], [0.427890, -1.342892, -2.469809], [-0.262087, -1.416483, -3.645103], [-0.891808, -0.309429, -3.874753], [-0.771483, 0.691610, -2.980025], [-1.703767, -0.082934, -5.090780], [-2.116906, 1.217371, -5.376455], [-2.757078, 1.395203, -6.596242], [-3.126129, 0.316729, -7.384248], [-2.826413, -0.950571, -6.955540], [-2.067756, -1.178857, -5.826546], [3.972301, -0.545670, 1.991514], [2.467131, -0.092035, 2.762465], [3.210252, 0.991928, 1.513506], [2.758608, -3.035246, -1.122897], [1.244926, -4.508633, -2.024981], [1.078376, -3.713189, -3.660160], [-0.351097, -3.818340, -2.605135], [-1.872822, 2.081480, -4.774731], [-2.930686, 2.464001, -6.898903], [-3.769891, 0.368276, -8.249696], [-3.203754, -1.799772, -7.452027], [-1.771855, -2.200428, -5.601501], [-2.141219, -2.910840, 4.550068], [-1.490250, -1.916166, 3.741812], [-1.494880, -0.690016, 4.362682], [-2.194370, -0.344354, 5.486265], [-2.165262, 0.938446, 6.064055], [-1.324235, 1.885853, 5.516221], [-0.664739, 1.577895, 4.350295], [-0.758117, 0.324458, 3.740796], [-0.142209, 0.001136, 2.560506], [0.135042, 0.695333, 1.489730], [-0.374830, 1.914008, 1.231521], [-0.052729, 2.766278, 0.159750], [0.143799, 2.424298, -1.181204], [0.288134, 3.382430, -2.185180], [0.305823, 4.667283, -1.759817], [0.104621, 5.085615, -0.407109], [-0.124306, 4.114688, 0.550792], [-0.435045, 4.350776, 1.822245], [-0.531692, 5.723323, 2.238010], [0.935733, 0.158476, 0.509824], [2.159551, -0.677826, 0.728633], [4.271361, -0.825558, -0.801939], [4.913308, -1.813119, -0.140747], [4.334684, -2.794065, 0.842513], [3.055090, -2.953876, 1.233394], [1.896075, -2.170571, 0.699973], [0.633591, -2.428942, 1.251943], [0.230511, -3.792053, 1.523418], [-2.224929, -3.822962, 3.974807], [-3.171503, -2.629819, 4.766667], [-1.573546, -3.094825, 5.448683], [-2.770493, -1.089151, 5.930915], [-2.586730, 1.071837, 7.047079], [-1.121170, 2.827828, 6.033043], [-0.018429, 2.335127, 3.878367], [0.007024, -0.998602, 2.484913], [-0.766500, 2.416333, 2.022556], [0.402863, 3.162017, -3.278095], [0.447256, 5.450830, -2.483755], [0.156336, 6.149241, -0.160584], [-0.998994, 5.663456, 3.233671], [-1.127881, 6.316056, 1.535565], [0.453532, 6.127112, 2.337339], [4.628615, -0.220150, -1.596370], [5.933794, -1.979560, -0.397031], [5.093873, -3.328438, 1.355437], [2.780345, -3.662284, 2.042282], [-0.826547, -3.704779, 1.853607], [0.753072, -4.255758, 2.348983], [0.328426, -4.484496, 0.677933], [-3.179558, -1.296292, -1.108423], [-2.718180, -0.237021, -0.998255], [-3.058753, 0.872397, -1.213480], [-1.242032, -0.278935, -0.487319]],
  "forces_ev_per_angstrom": [[0.4, -0.3, -0.4], [-0.2, -0.2, -0.7], [0.5, -0.3, -0.2], [-0.7, 0.2, 0.2], [-0.2, 0.1, -1.5], [-0.9, -0.2, -1.0], [-0.4, 0.7, -0.3], [0.2, 0.4, 0.1], [-0.2, -0.7, 0.0], [0.0, 0.3, 0.2], [0.4, -0.1, -0.3], [0.9, 0.3, 2.5], [0.1, -0.4, -1.3], [-0.1, 2.1, -0.1], [-0.6, 0.0, 0.2], [0.3, -0.4, 0.6], [-0.2, -0.4, -1.0], [-0.3, 0.1, -0.2], [0.0, 0.3, 0.4], [0.0, -0.2, 0.4], [0.2, 0.3, 0.1], [-0.1, -0.1, -0.1], [-0.1, 0.1, 1.0], [0.9, -0.1, 0.1], [0.1, -0.2, 0.2], [-0.2, -1.4, 0.1], [0.2, 0.6, -0.2], [-0.3, -0.7, -0.8], [0.0, 0.3, 0.3], [-0.4, -0.4, -0.7], [-0.4, 0.4, 0.9], [0.3, 0.5, -1.0], [-0.1, 1.0, 0.4], [1.1, -1.1, -0.1], [-0.2, 0.4, 0.6], [0.8, 0.3, -1.3], [-1.1, 1.3, 1.6], [0.8, -0.8, -0.6], [0.6, -0.3, -0.8], [0.5, -0.6, 0.5], [-0.5, 0.3, 0.3], [-0.2, -1.1, -0.3], [0.1, -0.6, -0.7], [-0.1, 2.0, 0.8], [0.3, -0.5, -1.0], [0.3, 0.8, -1.2], [-0.1, 0.1, 0.5], [-0.8, -0.4, 0.6], [0.1, -0.4, 0.3], [0.4, 1.9, 0.8], [-1.5, -2.0, 0.9], [-1.0, 0.3, -0.5], [-0.7, 1.2, -0.3], [0.5, -0.3, 0.9], [-0.9, -0.9, -0.1], [0.2, -0.9, 0.2], [-0.9, 0.2, 0.2], [0.3, -0.1, -0.3], [0.1, 0.1, 0.1], [0.1, 0.0, 0.4], [-0.9, -0.9, 0.9], [-0.4, 0.2, -0.1], [-0.3, -0.3, -0.3], [-0.2, -0.4, 0.4], [0.4, -0.4, -0.5], [-0.3, -0.1, -0.1], [-0.1, -0.1, 1.4], [0.1, 0.2, -0.2], [-0.1, -0.5, -0.2], [0.1, 0.3, -0.6], [0.0, -0.2, 0.3], [0.6, 0.4, 0.0], [0.9, 0.5, -0.3], [0.7, 0.0, 0.2], [0.4, -0.7, 0.3], [0.5, 0.5, -0.6], [0.7, -0.1, -0.5], [0.4, 0.2, 0.3], [-0.1, 0.5, -0.2], [-0.3, -0.7, 0.2], [1.3, 1.4, -0.8], [-0.3, -0.4, 0.4], [-0.6, 0.0, 0.2]],
  "lowdin_charge": [2.007, 0.047, -0.379, -0.202, -0.034, -0.163, 0.016, -0.096, 0.134, -0.325, -0.225, -0.168, -0.009, -0.053, -0.046, -0.059, -0.017, 0.090, 0.088, 0.114, 0.157, 0.085, 0.120, 0.110, 0.114, 0.133, 0.120, 0.105, 0.125, -0.040, -0.078, -0.207, 0.005, -0.022, -0.069, -0.019, -0.154, 0.202, -0.310, 0.195, -0.144, -0.191, -0.081, -0.042, 0.055, -0.239, -0.082, -0.007, -0.035, -0.301, 0.053, -0.025, -0.029, 0.020, -0.356, -0.118, -0.020, 0.092, 0.101, 0.110, 0.089, 0.121, 0.124, 0.122, 0.145, 0.137, 0.138, 0.120, 0.127, 0.113, 0.106, 0.100, 0.121, 0.108, 0.108, 0.138, 0.099, 0.085, 0.103, 0.218, -0.375, 0.179, -0.281]
}